A cluster of 4 separate species, C42H83FO4S in total at a distorted geometry, computed with ωB97M-V/def2-TZVPD.

Geometry (Å):
C (5.928526, 5.081471, 1.474435)
C (5.825295, 3.771504, 1.370037)
C (5.294796, 2.236827, 1.282114)
C (3.644646, 2.150312, 1.305112)
C (3.067263, 3.306866, 0.332315)
C (1.502693, 3.179345, -0.066840)
C (1.198780, 4.406834, -1.127122)
C (-0.190182, 4.231975, -1.930695)
C (-0.288963, 2.863324, -2.799059)
C (-1.551541, 2.015539, -2.245666)
C (-1.478020, 1.648591, -0.672897)
C (-2.884884, 1.032730, -0.093504)
C (-2.693681, 0.837262, 1.512013)
C (-3.218082, 2.085488, 2.395069)
C (-2.169480, 3.306484, 2.542127)
C (-0.723501, 2.878861, 3.141285)
O (-0.786007, 2.473835, 4.536573)
C (0.511257, 1.895752, 4.891350)
C (3.201618, 0.638998, 0.941041)
C (3.401696, -0.349224, 2.239798)
C (4.907795, -0.887711, 2.429112)
F (2.919929, 0.238034, 3.478413)
C (3.847869, 0.036657, -0.417619)
C (2.636701, -0.439547, -1.421929)
C (2.313076, -1.980949, -1.013172)
C (1.122975, -2.384284, -0.270822)
O (4.637385, 0.993646, -1.196486)
S (5.963680, 1.570805, -0.338913)
O (6.521424, 2.759278, -1.144740)
O (7.100527, 0.587317, -0.182119)
H (5.872783, 6.197332, 1.766832)
H (5.767384, 1.716479, 2.213333)
H (3.359940, 2.464320, 2.393159)
H (3.177267, 4.338370, 0.868453)
H (3.674353, 3.346313, -0.651447)
H (0.769749, 3.368862, 0.820057)
H (1.284035, 2.206274, -0.635965)
H (1.320068, 5.436608, -0.604862)
H (2.049598, 4.368156, -1.928919)
H (-0.236553, 5.108302, -2.702782)
H (-1.084660, 4.396817, -1.222656)
H (0.708964, 2.266139, -2.794659)
H (-0.489170, 3.131793, -3.912291)
H (-1.718545, 1.023185, -2.836928)
H (-2.496138, 2.685245, -2.379761)
H (-1.257333, 2.569799, -0.003454)
H (-0.596028, 0.918686, -0.509651)
H (-3.078494, 0.044474, -0.649672)
H (-3.782800, 1.729727, -0.352287)
H (-1.575016, 0.571947, 1.700454)
H (-3.326259, -0.088074, 1.837036)
H (-4.170693, 2.527885, 1.887778)
H (-3.567916, 1.761026, 3.456727)
H (-2.618291, 4.056656, 3.314753)
H (-2.061429, 3.902650, 1.554692)
H (-0.042622, 3.819480, 3.033751)
H (-0.230884, 2.057785, 2.492455)
H (0.709002, 1.941536, 6.022222)
H (0.552627, 0.817270, 4.494380)
H (1.393149, 2.464159, 4.383764)
H (2.045572, 0.625323, 0.768937)
H (2.718793, -1.269439, 2.030405)
H (4.875212, -2.038568, 2.229484)
H (5.681166, -0.463400, 1.693090)
H (5.316308, -0.788628, 3.515832)
H (4.503059, -0.896184, -0.274310)
H (2.966932, -0.395570, -2.539137)
H (1.684378, 0.191958, -1.307516)
H (3.058818, -2.831391, -1.293686)
H (0.096179, -2.517498, -0.796720)
H (1.153099, -2.647014, 0.860709)
C (4.847999, 8.972294, -5.879541)
C (4.776516, 7.527320, -6.352726)
C (3.468202, 6.830885, -5.977437)
C (3.204768, 6.697444, -4.474138)
C (4.286229, 5.957745, -3.683913)
C (4.458852, 4.511543, -4.114957)
H (4.807832, 9.042453, -4.789266)
H (5.785782, 9.430425, -6.206039)
H (4.023015, 9.559132, -6.294054)
H (5.634391, 6.969850, -5.963429)
H (4.873533, 7.515634, -7.444972)
H (3.453875, 5.837794, -6.439010)
H (2.631762, 7.380932, -6.425284)
H (2.247777, 6.179137, -4.336232)
H (3.071067, 7.693378, -4.037597)
H (4.012984, 5.970084, -2.622642)
H (5.241759, 6.486231, -3.759844)
H (3.521098, 3.957998, -4.004833)
H (5.215195, 4.023563, -3.493906)
H (4.784547, 4.434901, -5.155623)
C (-2.859946, -7.917724, 1.190320)
C (-1.645065, -7.022047, 1.386320)
C (-1.590026, -5.852545, 0.403046)
C (-1.475253, -6.242873, -1.074051)
C (-0.267723, -7.113054, -1.428441)
C (1.065305, -6.428100, -1.164326)
H (-2.856695, -8.392702, 0.205621)
H (-2.867266, -8.712746, 1.941179)
H (-3.786497, -7.345414, 1.294807)
H (-0.731514, -7.621821, 1.322438)
H (-1.674731, -6.616468, 2.404819)
H (-0.749648, -5.204405, 0.674601)
H (-2.491901, -5.240955, 0.527638)
H (-1.437643, -5.323922, -1.671720)
H (-2.386742, -6.764784, -1.385167)
H (-0.323692, -7.365879, -2.493042)
H (-0.306836, -8.062797, -0.885638)
H (1.142850, -5.495624, -1.731381)
H (1.890071, -7.078260, -1.468825)
H (1.198952, -6.199241, -0.103805)
C (-9.363161, -7.496750, 3.697453)
C (-8.497818, -6.362628, 4.228426)
C (-8.520689, -5.116978, 3.342105)
C (-7.973461, -5.311368, 1.924386)
C (-6.535113, -5.826582, 1.843756)
C (-5.519217, -4.875908, 2.460443)
H (-9.011955, -7.851059, 2.724641)
H (-9.338295, -8.345144, 4.387014)
H (-10.403960, -7.176514, 3.593217)
H (-7.471408, -6.717057, 4.367387)
H (-8.863673, -6.085210, 5.224244)
H (-7.960715, -4.319606, 3.842249)
H (-9.552813, -4.754625, 3.265170)
H (-8.036784, -4.352583, 1.395739)
H (-8.623697, -5.999892, 1.373816)
H (-6.278227, -5.972334, 0.788505)
H (-6.453056, -6.809932, 2.317797)
H (-5.554554, -3.897623, 1.972004)
H (-4.508382, -5.276256, 2.342011)
H (-5.695340, -4.734174, 3.529843)

Forces on atoms 1 to 3 (eV/Å):
-1.122 -6.737 0.217
-0.826 5.927 0.529
0.011 2.104 1.332

Properties
Structure (SMILES): C#C[C@H]1[C@@H](CCCCCCCCCCCCOC)[C@H]([C@@H](C)F)[C@@H](CC=C)OS1(=O)=O.CCCCCC.CCCCCC.CCCCCC
Maximum force in eV/Å: 7.2
Lowest unoccupied orbital energy in hartree: -0.0384
Kohn-Sham gap in Eh: 0.2646